[1]
59
Properties=species:S:1:pos:R:3:mulliken_charge:R:1 method="wB97M-V/def2-TZVPD" s2=6.011 relative_energy_ev=0.778 multiplicity=5 max_force_ev_per_a=3.8 e_lumo_ha="-0.003 / -0.011"
Fe 0.26930 -0.43734 -0.63977 0.3461
O -0.14912 1.93720 2.02099 -0.8453
C -0.99360 1.04456 1.64710 -0.0755
N -1.21307 -0.07647 2.33561 -0.3430
C -2.10890 -1.12960 2.19920 0.1896
C -2.92888 -1.38292 3.30436 -0.4517
C -3.82888 -2.43232 3.33620 -0.5468
C -3.91733 -3.27926 2.20032 -0.6412
C -3.13877 -3.03527 1.05150 -0.7919
C -2.06585 -2.05737 1.09464 0.3731
N -1.15637 -1.97982 0.07931 0.3633
C -0.75956 -3.24385 -0.37766 0.2277
O -1.08844 -4.35668 0.01160 -0.6841
C 0.20297 -3.17922 -1.51778 0.4073
C 0.46515 -4.31547 -2.30532 -0.7054
C 1.57427 -4.36009 -3.11932 -0.3317
C 2.32336 -3.16760 -3.29189 -0.6685
C 1.94267 -2.04876 -2.61879 -0.3971
N 0.86827 -1.98413 -1.75759 0.0211
C -1.83580 1.33305 0.41210 0.8497
C -2.90983 2.28071 0.53576 -0.6493
C -3.74853 2.37741 -0.56001 -0.6100
C -3.25129 1.91574 -1.79285 -0.5817
C -2.04866 1.24089 -1.87204 -0.5777
N -1.38379 0.84944 -0.72497 0.5328
H -2.93161 -0.64959 4.12380 0.3791
H -4.54097 -2.57833 4.11889 0.3987
H -4.55749 -4.17115 2.20728 0.3394
H -3.19716 -3.61728 0.13915 0.4401
H -0.21930 -5.15506 -2.21672 0.4630
H 1.80903 -5.28630 -3.56869 0.4643
H 3.12096 -3.12193 -4.03322 0.3905
H 2.58042 -1.18994 -2.61233 0.4255
H -2.95769 2.84911 1.44059 0.4812
H -4.63215 2.96351 -0.50806 0.4724
H -3.78329 2.06732 -2.74349 0.3524
H -1.62153 0.99909 -2.84664 0.3897
S 2.53988 -0.10795 3.14737 -0.1800
C 1.93893 -1.73726 2.93174 -0.4489
C 1.55495 -1.91011 1.62113 -0.5757
N 1.66885 -0.75887 0.84933 0.1804
C 2.17144 0.22140 1.52838 0.0174
H 1.94229 -2.51463 3.64436 0.5385
H 1.17458 -2.87913 1.17617 0.2941
H 2.53300 1.13239 1.12864 0.5336
C 2.08824 4.44482 0.79083 -1.0483
N 1.65791 3.24634 0.04839 0.2082
C 1.90953 2.93344 -1.21621 0.7874
S 1.39542 1.50948 -2.03622 -0.5505
N 2.72625 3.72969 -1.95943 -0.2688
C 3.84530 4.55311 -1.44567 -0.9945
H 1.49968 4.42579 1.77156 0.2788
H 1.85434 5.31877 0.12740 0.3173
H 3.12858 4.39249 0.97550 0.3595
H 1.04110 2.66093 0.69561 -0.0809
H 2.81722 3.46601 -2.91213 0.2900
H 3.46708 5.55389 -1.18279 0.2735
H 4.56031 4.70243 -2.20585 0.3649
H 4.29660 3.99467 -0.62937 0.2979


[2]
50
Properties=species:S:1:pos:R:3:mulliken_charge:R:1 method="wB97M-V/def2-TZVPD" s2=6.005 relative_energy_ev=1.126 multiplicity=5 max_force_ev_per_a=2.7 e_lumo_ha="-0.044 / -0.039"
C 0.47847 -1.96915 1.85166 -0.1021
C -0.95017 -1.92436 1.68685 -0.3749
C -1.26372 -2.30637 0.34140 -0.6695
H -1.66134 -1.62650 2.46434 0.2636
C -0.03392 -2.59649 -0.32763 -0.0639
C 1.04418 -2.39349 0.59623 -1.0017
H 2.10337 -2.54612 0.37477 0.4285
H 1.01274 -1.64209 2.74950 0.4234
H -2.26182 -2.48153 -0.06797 0.4411
H 0.03849 -3.03047 -1.32883 0.4908
C -1.43953 1.98517 0.19836 -0.6202
C -1.33604 1.55250 1.56617 -0.3829
C 0.03280 1.70271 1.98622 -0.1057
H -2.12444 1.16621 2.22134 0.3938
C 0.77816 2.22302 0.87039 -0.9190
C -0.13615 2.40094 -0.22371 -0.2592
H 0.09796 2.88053 -1.17950 0.4556
H -2.35597 2.11113 -0.38794 0.4747
H 0.39819 1.37913 2.96869 0.4467
H 1.85306 2.41883 0.82118 0.4419
Ho 0.03004 -0.10273 0.39514 0.9588
O -0.59558 -0.47421 -2.92833 -0.1854
C -1.94907 -0.88719 -3.20526 -0.3772
C -0.72590 -1.28138 -4.04697 0.0390
H -2.36643 -1.62422 -2.52366 0.1920
H -2.61967 -0.13311 -3.62731 0.2387
H -0.27729 -2.28970 -3.98352 0.2721
H 0.74999 -2.10315 -6.07419 0.3184
C 0.41833 -1.07594 -6.24206 -0.4886
C -0.41635 -0.50530 -5.24993 0.6736
C -0.70577 0.88179 -5.29080 -0.3302
H -1.17304 1.37298 -4.42585 0.2078
C -0.30360 1.64725 -6.38652 -0.6835
H -0.60961 2.69811 -6.43628 0.3539
C 0.39164 1.02525 -7.43849 -0.3411
H 0.62391 1.59554 -8.32952 0.3657
C 0.78954 -0.32015 -7.35701 -0.5482
H 1.31088 -0.81942 -8.17887 0.3500
Se -1.73000 -0.18819 4.87859 -0.3141
C -0.08451 0.18048 5.56278 -0.3357
C 0.14521 1.40749 6.24127 -0.3511
C 1.34991 1.64406 6.89043 -0.4392
C 2.38440 0.68722 6.84859 -0.3890
C 2.18728 -0.50974 6.13335 -0.5916
C 0.97459 -0.76589 5.50320 -0.3038
H -0.66641 2.13403 6.25238 0.3664
H 1.49044 2.58696 7.42356 0.3341
H 3.33294 0.87852 7.35461 0.3475
H 2.98486 -1.25329 6.06525 0.3514
H 0.78490 -1.70966 4.99392 0.5484


[3]
59
Properties=species:S:1:pos:R:3:mulliken_charge:R:1 method="wB97M-V/def2-TZVPD" s2=2.006 total_charge=+1 multiplicity=3 max_force_ev_per_a=0.3 e_lumo_ha="-0.101 / -0.120"
Ni 0.29907 -0.29453 -0.18866 0.1977
I -0.88855 -2.59247 -0.48446 0.1064
C -0.20587 -3.88172 1.04657 -0.1206
C -0.63161 -5.15452 0.75641 -0.6462
C -0.25537 -6.25555 1.54342 -0.9238
C 0.57011 -6.04362 2.59856 -0.8097
C 1.01922 -4.74251 2.92726 0.9796
C 1.87774 -4.63304 4.04919 -0.8043
C 2.35448 -3.42857 4.45331 -1.3751
C 1.95729 -2.28388 3.74669 -0.5608
C 1.12411 -2.31976 2.65135 1.5086
P 0.64026 -0.66597 2.05416 1.8466
C 1.98788 0.46014 2.49946 0.6152
C 1.71134 1.68597 3.09981 -0.7137
C 2.72801 2.61176 3.29219 -0.7495
C 4.02005 2.32127 2.87986 -0.4987
C 4.29726 1.10329 2.27180 -0.8877
C 3.28568 0.17831 2.07561 -0.3528
C -0.78737 -0.20534 3.06809 0.5132
C -1.99485 0.08225 2.44058 -0.3368
C -3.11882 0.40129 3.19071 -0.8449
C -3.03642 0.43888 4.57308 -0.5061
C -1.83192 0.15824 5.20891 -0.8323
C -0.71464 -0.16684 4.46065 0.1957
C 0.63076 -3.58939 2.17506 -0.1214
H -1.26033 -5.33409 -0.10436 0.4120
H -0.60858 -7.24449 1.28844 0.4068
H 0.90240 -6.86646 3.21779 0.3876
H 2.14489 -5.54173 4.57298 0.4074
H 3.01357 -3.33814 5.30511 0.4420
H 2.33543 -1.32855 4.08566 0.4897
H 0.70522 1.91731 3.42684 0.4553
H 2.51235 3.55509 3.77696 0.4853
H 4.81285 3.04042 3.03716 0.4315
H 5.30317 0.87552 1.94582 0.4287
H 3.50787 -0.75873 1.58023 0.4112
H -2.06990 0.06260 1.35951 0.0902
H -4.05529 0.61846 2.69496 0.4315
H -3.91104 0.68607 5.15983 0.4086
H -1.76758 0.18810 6.28811 0.4354
H 0.21771 -0.38892 4.96519 0.3969
C 3.09811 2.80017 -1.55124 -1.7573
C 1.73293 2.33037 -2.03376 0.9986
O 1.47527 2.95223 -3.27826 -0.5821
P 0.40880 2.76406 -0.82884 0.8337
O -0.79013 3.20281 -1.75647 -0.5403
O 0.91171 4.05089 -0.06838 -0.5461
O 0.02049 1.68828 0.14463 -0.4538
P 1.68561 0.49655 -2.14392 0.8146
O 2.58912 0.17176 -3.39451 -0.5264
O 0.22252 0.10981 -2.28230 -0.6963
O 2.22070 -0.09567 -0.84942 -0.6393
H 3.12343 3.88603 -1.48813 0.4209
H 3.84717 2.47032 -2.27050 0.4446
H 3.33351 2.37751 -0.57361 0.3397
H 0.62925 2.64686 -3.63189 0.3992
H -1.66649 2.98577 -1.41187 0.3530
H 0.70543 4.06163 0.87652 0.3740
H 3.18186 -0.58161 -3.26742 0.3647


[4]
54
Properties=species:S:1:pos:R:3:mulliken_charge:R:1 method="wB97M-V/def2-TZVPD" relative_energy_ev=1.841 smiles="COc1cccc(/C=N/NC(=O)CNC(=O)C(c2ccccc2)c2ccccc2)c1O" multiplicity=1 max_force_ev_per_a=1.3 e_lumo_ha=0.011
C 5.85969 1.65148 -1.59654 -0.9110
H 6.89444 1.62887 -1.25805 0.2489
O 5.25226 0.51286 -1.03959 -0.5004
C 3.92195 0.28422 -1.32098 1.1394
C 3.10953 1.08854 -2.09837 -0.5236
C 1.77966 0.73525 -2.30273 -0.7919
C 1.26106 -0.40737 -1.74050 -0.7918
C 2.06607 -1.23312 -0.94542 0.1458
C 3.40416 -0.88338 -0.73674 0.4929
O 4.20791 -1.66230 0.03367 -0.6285
H 5.08530 -1.25440 0.04511 0.3265
C 1.54567 -2.42976 -0.32585 -0.5604
N 0.31458 -2.74016 -0.42569 0.2499
N -0.13960 -3.84530 0.18412 -0.3553
C -1.44046 -4.23639 0.12652 0.4011
O -1.81682 -5.24260 0.68729 -0.6522
C -2.35956 -3.31134 -0.66001 -0.6683
N -2.61810 -2.09205 0.07093 -0.0536
C -2.38349 -0.86537 -0.44943 -0.0676
O -1.99036 -0.69145 -1.58012 -0.6700
C -2.71319 0.26010 0.53931 0.3514
C -2.51371 1.61420 -0.10094 0.0750
C -3.59807 2.45438 -0.31188 -0.4947
C -3.42523 3.69216 -0.90579 -0.6937
C -2.16356 4.10197 -1.29925 -0.4487
C -1.07835 3.26758 -1.09341 -0.9331
C -1.25012 2.03238 -0.49578 0.1149
H -0.39686 1.39116 -0.34234 0.3337
H -0.09007 3.57976 -1.39882 0.4562
H -2.02788 5.06687 -1.76571 0.3919
H -4.27848 4.33574 -1.06406 0.3743
H -4.58888 2.13982 -0.01356 0.3722
C -1.87985 0.14089 1.79368 -0.5683
C -0.57074 -0.32195 1.73876 1.1186
C 0.19453 -0.39979 2.88852 -1.0097
C -0.33755 -0.01413 4.10700 -0.5868
C -1.64012 0.45093 4.16925 -0.7142
C -2.40613 0.52816 3.01965 -0.3573
H -3.42166 0.89474 3.07425 0.4450
H -2.06193 0.75345 5.11654 0.3916
H 0.25910 -0.07609 5.00501 0.4149
H 1.21027 -0.76329 2.82934 0.5133
H -0.15360 -0.63288 0.79367 0.0228
H -3.77223 0.15546 0.80502 0.8155
H -2.92015 -2.18123 1.02849 0.2685
H -1.88842 -3.01632 -1.60101 0.4171
H -3.29429 -3.84904 -0.85208 0.3420
H 0.50463 -4.43958 0.71561 0.2273
H 2.25323 -3.03828 0.24539 0.4395
H 0.23061 -0.68253 -1.89864 0.4540
H 1.15073 1.36741 -2.90948 0.5124
H 3.49634 1.98801 -2.55022 0.4099
H 5.83488 1.62248 -2.69014 0.3570
H 5.38289 2.57123 -1.24405 0.3577